1.
Here is C2H2NO as an isolated structure in a non-equilibrium geometry from the Open Molecules 2025 dataset. Energies are from ωB97M-V/def2-TZVPD.

Last column: natural (NBO) charge in e.
Positions of all 6 atoms, in Å:
C: -1.761 -0.716 0.586  0.4325
C: 0.907 0.184 -0.088  -0.1756
N: 1.434 1.126 0.487  -0.7025
O: -1.806 0.192 -0.150  -0.5493
H: 0.419 -1.000 0.332  -0.0815
H: 0.806 0.214 -1.166  0.0765

Atoms 1-3, force components in eV/Å:
C 0.0 2.9 -2.4
C 0.8 0.0 0.7
N -0.4 -0.9 0.7

Values from the calculation:
- total energy (Ha) = -207.31716
- F_max (eV Å⁻¹) = 3.73
- energy above the lowest of the compared OMol25 structures with the same formula, charge and spin (eV) = 0.8946
- charge = -1

***

2.
Here is C9H22IO3P2Zr as an isolated structure in a non-equilibrium geometry from the Open Molecules 2025 dataset. Energies are from ωB97M-V/def2-TZVPD.

Last column: natural (NBO) charge in e.
Positions of all 38 atoms, in Å:
C: 0.573 -0.048 -2.957  -0.7256
I: 2.455 -0.058 -2.028  0.2911
H: 0.624 -0.634 -3.841  0.2758
H: 0.217 0.990 -3.049  0.2387
H: 0.106 -0.562 -2.160  0.1764
Zr: -0.348 0.182 1.009  2.0758
P: 0.039 2.650 0.145  0.7015
C: -1.225 3.812 0.754  -0.9175
C: 1.541 3.387 0.889  -0.8951
H: 1.672 4.413 0.530  0.3057
H: 0.440 4.376 -1.493  0.3025
H: 2.407 2.784 0.611  0.2685
H: 1.081 2.794 -2.050  0.2687
H: -1.222 3.804 1.849  0.2725
H: 1.434 3.381 1.975  0.2668
C: 0.242 3.293 -1.547  -0.9056
H: -0.994 4.821 0.387  0.3024
H: -0.675 3.123 -2.126  0.2646
H: -2.216 3.506 0.402  0.2580
P: 0.014 -2.420 -0.031  0.7584
C: -1.366 -3.601 0.331  -0.9020
C: 0.619 -3.185 -1.577  -0.9278
H: 2.275 -2.520 0.844  0.2569
H: 1.498 -4.131 0.874  0.3029
H: 1.072 -2.904 2.118  0.2802
C: 1.348 -3.059 1.069  -0.9247
H: 1.593 -2.735 -1.847  0.2626
H: 0.765 -4.283 -1.454  0.3049
H: -1.040 -4.630 0.142  0.2935
H: -2.226 -3.365 -0.308  0.2638
H: -0.100 -3.026 -2.398  0.2671
H: -1.613 -3.452 1.392  0.2677
C: -2.070 0.615 -0.309  0.3767
O: -3.015 0.959 -0.920  -0.2009
O: -0.598 -2.262 3.507  -0.4884
C: -0.976 -1.127 3.749  0.6492
O: -0.989 -0.153 2.839  -0.8653
H: -1.342 -0.736 4.679  0.2001

Atoms 1-3, force components in eV/Å:
C 0.2 1.2 0.5
I 0.7 0.6 0.8
H -0.1 -0.2 -0.8

Values from the calculation:
- total energy (Ha) = -1608.16654
- F_max (eV Å⁻¹) = 9.18
- charge = +3